Entry 1:
Computed, not measured: the molecule CH3NO2S at a distorted geometry, with ωB97M-V/def2-TZVPD.

## Properties
E_HOMO in Eh: -0.3355
Calculated total energy in eV: -17501.85854
Lowest unoccupied orbital energy in eV: -1.3
HOMO-LUMO gap in eV: 7.811
Structure (SMILES): O=NCSO
Strongest force on any atom in eV/A: 5.1

Geometry as ORCA input:
```
! RIJCOSX wB97M-V def2-TZVPD def2/J DEFGRID3
* xyz 0 1
O 1.2182 -1.2297 0.4388
N 0.7874 -0.7932 -0.6550
C 0.1992 0.5038 -0.7407
S -0.5939 1.1020 0.8802
O -1.2286 -0.3682 1.3518
H 0.7866 1.3291 -1.0692
H -0.7378 0.4135 -1.5273
H -0.4311 -0.9572 1.3213
*
```

---

Entry 2:
Computed, not measured: a structure of composition C26H26N2OPRu at a distorted geometry, with ωB97M-V/def2-TZVPD.

## Properties
E_HOMO (spin up / spin down) in Eh: -0.5258 / -0.5357
Calculated total energy in eV: -44268.37644
Lowest unoccupied orbital energy (spin up / spin down) in eV: -7.0 / -8.7
⟨S²⟩: 0.790
HOMO-LUMO gap (spin up / spin down) in eV: 7.286 / 5.841
Strongest force on any atom in eV/A: 3.0

Geometry as ORCA input:
```
! RIJCOSX wB97M-V def2-TZVPD def2/J DEFGRID3
* xyz 2 2
Ru -0.1531 1.5522 -0.1344
C -2.0353 -2.3000 2.7912
C -1.1636 -1.3228 3.2605
C -0.2521 -0.7379 2.3933
C -0.1986 -1.1378 1.0526
C -1.0902 -2.0968 0.5826
C -2.0051 -2.6757 1.4557
P 1.1341 -0.3990 0.0550
C 2.6308 -1.0753 0.7622
C 3.8236 -0.3584 0.6434
C 4.9982 -0.8938 1.1462
C 4.9789 -2.1370 1.7640
C 3.7897 -2.8455 1.8865
C 2.6059 -2.3174 1.3973
C 0.9352 -1.0985 -1.5905
C 1.6018 -2.2154 -2.0715
C 1.3471 -2.6749 -3.3676
C 0.4576 -1.9948 -4.1779
C -0.1998 -0.8434 -3.7056
C -1.1010 -0.1072 -4.5117
C -1.7124 1.0517 -4.0347
C -1.4471 1.5027 -2.7533
C -0.5747 0.8001 -1.8918
C 0.0521 -0.3946 -2.3908
H -2.7320 -2.7736 3.4699
H -1.1814 -1.0344 4.3036
H 0.4491 0.0049 2.7624
H -1.0647 -2.4053 -0.4558
H -2.6812 -3.4396 1.0946
H 3.8312 0.6133 0.1634
H 5.9241 -0.3411 1.0633
H 5.8941 -2.5552 2.1612
H 3.7823 -3.8124 2.3712
H 1.6789 -2.8655 1.5043
H 2.3153 -2.7388 -1.4468
H 1.8502 -3.5598 -3.7322
H 0.2739 -2.3293 -5.1915
H -1.3066 -0.4523 -5.5178
H -2.3878 1.6069 -4.6714
H -1.9094 2.4253 -2.4158
N -2.2201 1.1155 0.7538
C -3.2703 2.1612 0.8574
C -2.8721 3.3056 1.7724
C -1.7587 4.1824 1.2374
N -0.4613 3.4612 1.2121
H -2.5690 0.3602 0.1696
H -2.0539 0.7070 1.6719
H -4.1837 1.7083 1.2449
H -3.4837 2.5355 -0.1456
H -2.5920 2.9102 2.7557
H -3.7516 3.9328 1.9208
H -1.6731 5.0702 1.8649
H -1.9866 4.5178 0.2244
H -0.2213 3.1702 2.1576
H 0.2663 4.1048 0.9223
O 2.2635 2.5815 -1.6874
C 1.4097 2.5522 -0.9552
*
```

---

Entry 3:
Computed, not measured: a cluster of 5 separate species, C23H36IN5O8 in total at a distorted geometry, with ωB97M-V/def2-TZVPD.

## Properties
E_HOMO in Eh: -0.3132
Calculated total energy in eV: -56364.71243
Lowest unoccupied orbital energy in eV: -0.2
HOMO-LUMO gap in eV: 8.286
Structure (SMILES): O=C(O)CCc1c(I)ccc2c1C(=O)NC2=O.CN(C)C=O.CN(C)C=O.CN(C)C=O.CN(C)C=O
Strongest force on any atom in eV/A: 3.7

Geometry as ORCA input:
```
! RIJCOSX wB97M-V def2-TZVPD def2/J DEFGRID3
* xyz 0 1
O -2.5518 1.2468 -2.8955
C -2.8536 0.3544 -2.1263
O -3.9947 0.5295 -1.3657
C -1.9076 -0.8756 -2.0275
C -0.8842 -0.7811 -0.7812
C -1.0868 0.6131 -0.0889
C -1.9893 0.7542 1.0680
I -3.0208 -0.9604 1.8851
C -2.1785 2.0844 1.6741
C -1.4984 3.2738 1.1330
C -0.6152 3.0434 0.0153
C -0.3663 1.7492 -0.6296
C 0.6171 1.8516 -1.8246
O 1.0998 0.9609 -2.4579
N 0.7516 3.2842 -1.9865
C 0.2567 4.0120 -0.8280
O 0.5198 5.1579 -0.6036
H -3.9797 1.4799 -1.1338
H -2.4862 -1.8261 -1.9255
H -1.2778 -0.8575 -2.9565
H 0.1781 -0.8677 -1.1342
H -1.0636 -1.6241 -0.0614
H -2.8553 2.1817 2.5549
H -1.6369 4.2965 1.5379
H 0.2808 3.5003 -2.8723
C 3.7729 -4.0752 0.3047
N 2.9050 -2.9873 0.7023
C 3.1979 -1.6402 0.2293
C 1.8310 -3.1831 1.4989
O 1.0634 -2.3133 1.8691
H 4.7880 -3.8703 0.6537
H 3.7727 -4.1550 -0.7852
H 3.4329 -5.0191 0.7312
H 3.3539 -0.9846 1.0854
H 2.3432 -1.2703 -0.3443
H 4.0875 -1.6410 -0.3982
H 1.7011 -4.2374 1.7984
C -8.0059 -2.2303 5.1739
N -7.3142 -1.1545 4.4925
C -8.0927 -0.1271 3.8254
C -5.9625 -1.0766 4.4580
O -5.3254 -0.2015 3.9043
H -8.6249 -2.7719 4.4547
H -8.6420 -1.8097 5.9563
H -7.2962 -2.9227 5.6256
H -7.8346 -0.1102 2.7647
H -7.8517 0.8462 4.2574
H -9.1575 -0.3241 3.9394
H -5.4677 -1.9041 4.9937
C 1.1080 0.9873 -7.3906
N 0.7403 -0.0516 -6.4511
C 1.4406 -0.1350 -5.1808
C -0.2369 -0.9493 -6.7182
O -0.5911 -1.8424 -5.9723
H 2.1608 0.8724 -7.6595
H 0.9569 1.9636 -6.9238
H 0.5008 0.9262 -8.2935
H 1.9188 -1.1138 -5.0985
H 0.7241 -0.0286 -4.3703
H 2.1937 0.6474 -5.1076
H -0.7043 -0.7988 -7.7060
C 6.4684 2.5334 3.4918
N 6.1634 1.3323 2.7398
C 7.2022 0.3362 2.5510
C 4.9409 1.1100 2.2080
O 4.6231 0.1223 1.5670
H 7.2826 3.0689 2.9983
H 6.7762 2.2556 4.5025
H 5.5975 3.1852 3.5510
H 7.3772 0.1951 1.4826
H 6.8736 -0.6134 2.9780
H 8.1248 0.6543 3.0336
H 4.2270 1.9248 2.4083
*
```

---

Entry 4:
Computed, not measured: a structure of composition C3H10NO2 at a distorted geometry, with ωB97M-V/def2-TZVPD.

## Properties
E_HOMO in Eh: -0.1370
Calculated total energy in eV: -8857.02891
Lowest unoccupied orbital energy in eV: 3.9
HOMO-LUMO gap in eV: 7.650
Strongest force on any atom in eV/A: 3.4

Geometry as ORCA input:
```
! RIJCOSX wB97M-V def2-TZVPD def2/J DEFGRID3
* xyz -1 1
C 1.3416 0.6029 0.9704
C 0.4771 -0.5152 0.3017
C -0.4279 -0.0919 -0.8338
O -1.5182 -0.9904 -1.0727
N 2.5622 1.1824 0.2682
H 1.6102 0.1793 1.9036
H 0.8414 1.5090 1.1946
H 1.0115 -1.5118 -0.0836
H -0.1761 -0.8449 1.0442
H 0.0995 0.1538 -1.8659
H -0.7392 0.8847 -0.5547
H 2.2806 1.0063 -0.6714
H 3.2271 0.4480 0.1600
H -3.9763 -0.6273 0.5347
H -2.7097 -0.8326 -0.7855
O -3.9039 -0.5523 -0.5100
*
```

---

Entry 5:
Computed, not measured: a structure of composition C30H33CaN6O8P2S2Si, with ωB97M-V/def2-TZVPD.

## Properties
E_HOMO in Eh: -0.1405
Calculated total energy in eV: -123545.68677
Lowest unoccupied orbital energy in eV: 2.1
HOMO-LUMO gap in eV: 5.896
Strongest force on any atom in eV/A: 0.8

Geometry as ORCA input:
```
! RIJCOSX wB97M-V def2-TZVPD def2/J DEFGRID3
* xyz -1 1
Ca -0.0821 -0.2639 -0.2519
N 0.4362 2.0548 4.0264
C 0.2775 1.2970 5.1919
C 0.4080 1.8931 6.4349
C 0.2479 1.1421 7.5949
C -0.0293 -0.2093 7.5016
C -0.1504 -0.8053 6.2504
C -0.0105 -0.0607 5.0903
S -0.2005 -0.8607 3.5272
N 0.2087 0.3533 2.3934
C 0.4524 1.5547 2.7418
C 0.7724 2.5690 1.6889
C 1.3659 3.7923 1.9884
C 1.5719 4.6980 0.9594
C 1.1826 4.3591 -0.3216
C 0.6470 3.0968 -0.5335
N 0.4599 2.2259 0.4477
H 0.5316 3.0466 4.1366
H 0.6373 2.9514 6.4950
H 0.3481 1.6178 8.5615
H -0.1480 -0.8074 8.3956
H -0.3599 -1.8660 6.1743
H 1.7105 4.0429 2.9823
H 2.0398 5.6526 1.1642
H 1.3194 5.0334 -1.1553
H 0.3731 2.7575 -1.5248
C 5.3386 -1.0467 -4.8325
Si 4.9877 0.0339 -3.3207
C 5.9317 1.6568 -3.5111
C 5.6887 -0.9121 -1.8654
C 3.1416 0.3857 -3.3422
C 2.5276 0.4717 -4.5786
C 1.1398 0.5660 -4.7012
C 0.4057 0.5057 -3.5391
N 0.9676 0.4694 -2.3256
C 2.3153 0.4723 -2.1873
S 2.9717 0.6132 -0.6015
H 6.3909 -1.3422 -4.8538
H 5.1120 -0.5591 -5.7826
H 4.7302 -1.9518 -4.7661
H 7.0102 1.4911 -3.5806
H 5.7396 2.2968 -2.6468
H 5.6113 2.1978 -4.4049
H 6.7057 -1.2248 -2.1282
H 5.0862 -1.7986 -1.6585
H 5.7112 -0.3122 -0.9589
H 3.1274 0.4352 -5.4830
H 0.6464 0.6204 -5.6615
H -0.6787 0.4865 -3.5532
N -4.4259 -0.4812 0.1507
C -3.9337 -0.2331 -1.2688
C -5.0984 -0.1786 -2.2366
P -3.0394 1.3849 -1.1113
O -4.2805 2.2508 -0.4578
O -2.6958 1.9382 -2.4349
O -2.0720 1.1419 -0.0030
P -2.7827 -1.6671 -1.5101
O -3.9270 -2.8337 -1.4614
O -2.1081 -1.6039 -2.8193
O -2.0253 -1.6922 -0.2152
H -4.8786 0.3549 0.5260
H -3.5714 -0.7120 0.6808
H -5.0564 -1.2831 0.1775
H -5.7870 0.6350 -1.9962
H -5.6453 -1.1232 -2.2597
H -4.6923 0.0053 -3.2304
H -4.5539 2.9263 -1.0842
H -3.6993 -3.5667 -2.0398
O 2.3698 -2.5846 -1.9905
C 1.8419 -3.0889 -1.0178
N 1.0117 -2.4858 -0.1096
C 0.5976 -3.3955 0.8098
O -0.1533 -3.1845 1.7542
C 1.2249 -4.7346 0.4995
C 1.1363 -5.9642 1.1192
C 1.8718 -7.0121 0.5689
C 2.6623 -6.8174 -0.5602
C 2.7410 -5.5701 -1.1761
C 2.0075 -4.5420 -0.6210
H 0.5182 -6.0956 1.9984
H 1.8335 -7.9956 1.0226
H 3.2236 -7.6529 -0.9619
H 3.3494 -5.4018 -2.0558
*
```

---

Entry 6:
Computed, not measured: a structure of composition C15H30ClIrNO5P2 at a distorted geometry, with ωB97M-V/def2-TZVPD.

## Properties
E_HOMO (spin up / spin down) in Eh: -0.1513 / -0.2745
Calculated total energy in eV: -61693.09686
Lowest unoccupied orbital energy (spin up / spin down) in eV: -0.9 / -5.3
⟨S²⟩: 8.803
HOMO-LUMO gap (spin up / spin down) in eV: 3.265 / 2.153
Strongest force on any atom in eV/A: 4.9

Geometry as ORCA input:
```
! RIJCOSX wB97M-V def2-TZVPD def2/J DEFGRID3
* xyz 0 6
Ir 0.0726 -0.1168 -0.0373
P 2.4687 -0.1386 -0.1450
P -2.4498 0.1091 0.2170
N -0.0191 1.0085 -1.4302
H 1.3167 -2.4643 2.1813
C 3.1781 -1.6092 -0.9685
H 4.2752 -1.5525 -0.9856
H 2.8163 -1.6717 -2.0005
H 2.8785 -2.5155 -0.4313
C 3.3533 -0.0843 1.4449
H 4.4256 -0.2555 1.2807
H 2.9646 -0.8429 2.1311
H 3.2108 0.8968 1.9114
C 3.1796 1.2530 -1.0984
H 4.2762 1.2636 -1.0261
H 2.7946 2.2014 -0.7068
H 2.9002 1.1726 -2.1558
C -3.4623 -1.2532 -0.4802
H -4.5395 -1.0601 -0.3678
H -3.2148 -2.1878 0.0355
H -3.2363 -1.3677 -1.5457
C -3.1255 0.2262 1.9101
H -4.2237 0.2402 1.9048
H -2.7465 1.1326 2.3915
H -2.7813 -0.6243 2.5038
C -3.1615 1.5912 -0.5994
H -4.2375 1.6974 -0.3945
H -3.0138 1.5250 -1.6837
H -2.6463 2.4864 -0.2323
C -0.0259 1.8299 -2.5009
C 0.0179 2.1486 -4.9350
C -0.0152 1.3044 -3.8345
C -0.0121 3.2586 -2.3619
C 0.0207 4.0835 -3.4783
C 0.0349 3.5383 -4.7676
H 0.0304 1.7279 -5.9383
H -0.0250 0.2168 -3.9373
H -0.0166 3.6627 -1.3462
H 0.0361 5.1641 -3.3509
H 0.0583 4.1949 -5.6397
C 0.2769 -2.7162 1.8995
O -0.0970 -1.8365 0.8161
C 0.1510 -4.0991 1.2763
H -0.2277 -4.8768 1.9536
H 1.1118 -4.3940 0.8551
H -0.5618 -3.9832 0.4593
C -0.5621 -2.6944 3.1750
H -1.4106 -3.3874 3.0958
H -0.9140 -1.6918 3.4582
H 0.0346 -3.0588 4.0261
O 1.1353 -0.5320 4.2828
Cl 0.1850 0.5293 3.9527
O -1.1360 0.3752 4.5641
O 0.7632 1.8611 4.1982
O -0.1050 0.3151 2.4548
*
```